[1]
The following is a quantum chemistry calculation of C36H48AsIrNO6PSi3 as an isolated structure at a distorted geometry, from the Open Molecules 2025 dataset.

Output
frontier orbital gap (spin up / spin down): 6.81 / 4.97 eV
2S+1: 6
charge: +1
energy above the lowest of the compared OMol25 structures with the same formula, charge and spin: 506.0 kJ/mol
lowest unoccupied orbital energy (spin up / spin down): -0.0984 / -0.1979 Eh

XYZ file:
```
97
Properties=species:S:1:pos:R:3:lowdin_spin:R:1
Ir 0.060 -0.139 -0.149 2.276
O -2.445 0.716 1.058 0.029
N -1.918 -0.560 0.804 0.059
C -2.684 -1.447 1.308 0.025
C -2.581 -2.906 1.314 0.001
C -3.667 -3.541 1.933 0.003
C -3.738 -4.918 2.012 -0.001
C -2.717 -5.685 1.469 0.004
C -1.640 -5.066 0.856 0.003
C -1.551 -3.679 0.769 0.017
P -0.090 -2.913 -0.038 0.104
C 1.253 -3.642 0.946 0.011
C 1.634 -2.971 2.107 0.002
C 2.624 -3.489 2.928 0.001
C 3.249 -4.682 2.587 0.001
C 2.869 -5.360 1.437 0.000
C 1.867 -4.849 0.622 0.004
C -0.157 -3.783 -1.656 0.009
C 0.939 -3.987 -2.499 0.006
C 0.778 -4.641 -3.711 0.000
C -0.471 -5.070 -4.128 0.006
C -1.576 -4.818 -3.332 -0.001
C -1.421 -4.177 -2.112 0.006
H -1.791 1.283 0.624 0.013
H -3.559 -1.042 1.814 0.002
H -4.463 -2.939 2.353 0.000
H -4.583 -5.390 2.493 0.000
H -2.759 -6.765 1.521 0.000
H -0.852 -5.674 0.430 0.000
H 1.137 -2.043 2.375 0.000
H 2.908 -2.964 3.831 0.000
H 4.027 -5.087 3.221 0.000
H 3.351 -6.292 1.173 0.000
H 1.576 -5.385 -0.272 0.000
H 1.886 -3.536 -2.263 0.000
H 1.641 -4.782 -4.350 0.000
H -0.588 -5.569 -5.082 0.000
H -2.565 -5.115 -3.657 0.000
H -2.307 -3.991 -1.521 0.000
O 0.785 2.252 2.323 0.013
C 0.577 1.715 1.311 0.161
O 1.285 0.989 -0.951 0.902
C 0.266 6.793 -0.002 0.009
Si -0.499 5.338 0.889 0.018
C -2.364 5.479 0.857 0.001
C 0.055 5.370 2.675 0.000
As 0.102 3.269 -0.128 0.131
Si 2.754 3.275 0.037 0.017
C 3.450 2.221 -1.344 0.008
C 3.367 5.022 -0.197 0.008
C 3.506 2.554 1.594 0.043
Si -0.946 3.356 -2.272 0.022
C -0.135 2.136 -3.419 0.006
C -2.724 2.858 -1.997 0.002
C -0.835 5.058 -3.030 0.009
H -0.072 7.690 0.526 0.001
H -0.043 6.882 -1.043 0.000
H 1.353 6.778 0.026 0.000
H -2.661 6.402 1.362 0.000
H -2.834 4.641 1.378 0.000
H -2.769 5.514 -0.156 0.000
H -0.281 6.309 3.122 0.000
H 1.142 5.320 2.777 0.000
H -0.369 4.543 3.245 0.000
H 3.073 2.572 -2.307 0.001
H 3.170 1.181 -1.220 0.001
H 4.546 2.281 -1.366 0.000
H 2.966 5.446 -1.119 0.001
H 4.456 4.969 -0.279 0.001
H 3.127 5.696 0.625 0.000
H 3.054 1.660 1.899 0.014
H 3.266 3.139 2.493 0.003
H 4.586 2.569 1.454 0.004
H -0.179 1.118 -3.031 0.005
H 0.917 2.374 -3.588 0.001
H -0.653 2.161 -4.382 0.001
H -2.798 1.849 -1.584 0.001
H -3.230 2.864 -2.966 0.000
H -3.266 3.529 -1.328 0.000
H 0.198 5.391 -3.148 0.000
H -1.383 5.817 -2.471 0.000
H -1.288 4.991 -4.024 0.002
O 5.605 -2.422 -0.461 0.222
C 5.080 -1.596 0.350 0.120
C 5.906 -1.059 1.407 0.157
C 5.400 -0.154 2.291 0.010
C 4.049 0.230 2.119 0.273
C 3.206 -0.342 1.128 0.028
C 3.684 -1.214 0.211 0.088
C 2.920 -1.809 -0.956 0.015
O 3.608 -2.640 -1.631 0.004
O 1.729 -1.555 -1.233 0.109
H 4.760 -2.671 -1.146 0.001
H 6.929 -1.409 1.462 0.005
H 5.999 0.257 3.090 -0.004
H 3.627 0.814 2.945 0.005
H 2.171 -0.011 1.138 -0.004
```

=====

[2]
The following is a quantum chemistry calculation of C42H45N3O11PPt as an isolated structure at a distorted geometry, from the Open Molecules 2025 dataset.

Output
frontier orbital gap: 6.93 eV
charge: -1
energy above the lowest of the compared OMol25 structures with the same formula, charge and spin: 227.0 kJ/mol
lowest unoccupied orbital energy: 0.0634 Eh

XYZ file:
```
103
Properties=species:S:1:pos:R:3:lowdin_charge:R:1
Pt -1.203 -1.038 0.796 1.146
C -0.026 4.796 0.242 -0.154
O 0.467 4.189 -0.952 -0.355
P 1.385 2.835 -0.772 0.853
O 1.087 2.212 -2.243 -0.352
C -0.258 1.747 -2.402 -0.122
O 2.880 3.395 -1.074 -0.358
C 3.162 4.164 -2.244 -0.133
H -0.774 5.528 -0.056 0.084
H 0.776 5.303 0.785 0.080
H -0.494 4.059 0.894 0.061
H -0.249 1.010 -3.189 0.077
H -0.906 2.579 -2.673 0.088
H -0.637 1.295 -1.478 0.051
H 4.150 4.600 -2.108 0.080
H 2.425 4.957 -2.372 0.077
H 3.158 3.527 -3.128 0.076
O -3.641 -4.670 -0.289 0.068
C -3.595 -4.320 1.023 -0.273
C -4.741 -4.243 1.805 -0.018
C -4.659 -3.847 3.131 -0.091
C -3.433 -3.516 3.688 -0.103
C -2.296 -3.570 2.895 -0.052
C -2.359 -3.976 1.569 -0.102
C -1.103 -3.987 0.740 -0.590
O -0.775 -4.963 0.099 0.078
O -0.384 -2.887 0.771 -0.230
H -4.541 -4.568 -0.611 0.104
H -5.703 -4.479 1.363 0.112
H -5.562 -3.788 3.726 0.096
H -3.369 -3.194 4.720 0.094
H -1.330 -3.278 3.285 0.099
O -4.508 -2.092 -1.408 0.049
C -3.319 -1.862 -1.269 -0.573
O -2.795 -1.888 -0.065 -0.178
C -2.522 -1.580 -2.526 -0.120
C -3.220 -1.000 -3.581 -0.026
C -2.627 -0.758 -4.821 0.016
C -1.315 -1.136 -4.953 -0.230
O -0.506 -1.029 -6.059 0.021
C 0.752 -1.577 -5.673 -0.153
O 0.661 -2.022 -4.330 0.022
C -0.623 -1.729 -3.915 -0.212
C -1.185 -1.971 -2.687 0.075
H -4.259 -0.752 -3.413 0.116
H -3.170 -0.303 -5.638 0.115
H 1.518 -0.798 -5.752 0.131
H 0.994 -2.421 -6.324 0.132
H -0.624 -2.470 -1.911 0.122
C -0.104 1.390 3.746 -0.069
C -1.352 0.588 4.107 -0.367
C -1.090 -0.917 4.067 -0.074
C -2.600 1.018 3.349 -0.128
C -3.714 1.283 4.145 -0.063
C -4.901 1.761 3.625 -0.106
C -4.955 2.046 2.272 -0.057
C -3.878 1.809 1.430 -0.132
C -3.985 2.317 0.006 -0.357
C -3.050 3.508 -0.196 -0.067
C -3.769 1.269 -1.076 -0.058
C -2.700 1.208 1.946 -0.269
O -1.696 0.911 1.088 -0.316
H 0.730 1.107 4.396 0.073
H -0.283 2.459 3.883 0.079
H 0.193 1.226 2.714 0.046
H -1.581 0.819 5.153 0.117
H -0.700 -1.238 3.099 0.025
H -2.004 -1.479 4.262 0.055
H -0.346 -1.194 4.821 0.086
H -3.631 1.112 5.214 0.103
H -5.753 1.945 4.267 0.089
H -5.856 2.480 1.851 0.103
H -5.010 2.691 -0.095 0.121
H -2.021 3.198 -0.033 0.039
H -3.282 4.315 0.503 0.085
H -3.138 3.900 -1.214 0.082
H -2.716 0.996 -1.130 0.047
H -4.070 1.662 -2.050 0.084
H -4.340 0.361 -0.885 0.080
N 5.977 -0.551 -1.281 0.169
C 7.351 -0.524 -1.209 -0.193
C 8.348 -0.523 -2.179 -0.028
C 9.653 -0.487 -1.727 -0.106
C 9.954 -0.452 -0.357 -0.104
C 8.958 -0.454 0.600 -0.020
C 7.634 -0.492 0.165 -0.228
N 6.460 -0.505 0.895 0.180
C 5.505 -0.542 0.007 -0.268
C 4.069 -0.570 0.315 -0.129
C 3.101 -0.421 -0.667 0.002
C 1.767 -0.452 -0.299 -0.151
N 1.362 -0.607 0.955 0.041
C 2.291 -0.771 1.893 -0.101
C 3.649 -0.758 1.628 0.012
H 5.419 -0.620 -2.112 0.150
H 8.117 -0.549 -3.236 0.105
H 10.462 -0.485 -2.446 0.095
H 10.991 -0.423 -0.048 0.095
H 9.185 -0.427 1.657 0.109
H 3.347 -0.259 -1.708 0.111
H 0.990 -0.361 -1.047 0.090
H 1.929 -0.915 2.903 0.110
H 4.377 -0.891 2.415 0.112
```

=====

[3]
The following is a quantum chemistry calculation of one molecule with the formula C17H11N3O10 at a distorted geometry, from the Open Molecules 2025 dataset.

Output
frontier orbital gap: 8.04 eV
SMILES string: O=C(O)/C(O)=C/C(=O)c1cccc(NC(=O)c2cc([N+](=O)[O-])cc([N+](=O)[O-])c2O)c1
energy above the lowest of the compared OMol25 structures with the same formula, charge and spin: 0.0 kJ/mol
lowest unoccupied orbital energy: -0.0590 Eh

XYZ file:
```
41
Properties=species:S:1:pos:R:3:lowdin_charge:R:1
O -1.674 3.666 -7.036 0.142
O 1.492 0.845 -4.172 0.090
O -1.461 -1.496 1.221 0.080
O 3.219 -0.644 5.275 0.090
O -0.182 -6.246 3.177 0.093
O 1.851 -1.614 6.831 0.075
O 0.211 -5.800 5.269 0.104
O -1.083 5.658 -5.980 0.093
O -0.245 4.290 -3.879 0.060
O -0.815 -4.013 1.767 0.060
C -1.113 4.244 -6.138 -0.390
C 0.403 1.376 -3.949 -0.300
C -0.272 -1.331 1.514 -0.390
C -0.262 2.144 -5.014 0.092
C -0.499 3.524 -4.990 -0.202
C -1.744 2.180 -0.915 -0.063
C -1.193 2.132 -2.152 -0.082
C -1.156 1.432 0.102 -0.020
C 0.435 0.486 -1.465 0.112
C 1.222 -1.524 3.559 0.109
C 1.308 -3.490 4.796 0.108
C 0.079 -3.412 2.705 -0.064
C -0.119 1.361 -2.497 -0.087
C 0.383 -2.081 2.538 -0.066
C -0.094 0.561 -0.123 -0.205
C 1.681 -2.177 4.676 -0.218
C 0.496 -4.155 3.894 -0.063
N 0.441 -0.378 0.795 0.128
N 2.324 -1.463 5.629 -0.287
N 0.158 -5.469 4.115 -0.339
H -1.532 5.902 -6.764 0.095
H -0.261 5.203 -4.257 0.119
H -1.529 -3.416 1.487 0.098
H -0.323 1.761 -5.999 0.116
H -2.655 2.854 -0.713 0.145
H -1.706 2.724 -2.848 0.092
H -1.597 1.381 1.156 0.143
H 1.170 -0.121 -1.735 0.067
H 1.512 -0.458 3.466 0.148
H 1.685 -3.926 5.744 0.160
H 1.445 -0.512 0.910 0.156
```

=====

[4]
The following is a quantum chemistry calculation of one molecule with the formula C4H5N3O at a distorted geometry, from the Open Molecules 2025 dataset.

Output
frontier orbital gap: 9.55 eV
SMILES string: [H]/N=c1/o[nH]c2c1NC2
energy above the lowest of the compared OMol25 structures with the same formula, charge and spin: 670.9 kJ/mol
lowest unoccupied orbital energy: 0.0124 Eh

XYZ file:
```
13
Properties=species:S:1:pos:R:3:lowdin_charge:R:1
C 0.102 1.038 -1.295 -0.345
C 0.526 -0.629 0.164 -0.316
C -0.323 -1.081 1.404 -0.091
C -0.442 -0.017 -0.354 -0.156
H -1.299 1.929 -2.185 0.112
H 2.380 0.134 0.677 0.185
H 0.030 -0.854 2.532 0.157
H -0.631 -2.133 1.200 0.110
H -2.124 -0.737 0.344 0.108
N -0.200 1.986 -2.068 0.122
N 1.841 -0.378 -0.147 0.138
N -1.405 -0.153 0.853 0.035
O 1.544 0.894 -1.123 -0.060
```